C58H49N3OP3RuSi as an isolated structure, computed with ωB97M-V/def2-TZVPD.

Atoms and positions in Å:
Ru1 0.0176 0.3328 -0.0058
C1 6.4190 -1.9864 0.5670
C2 6.2382 -0.6309 0.8009
C3 4.9709 -0.1139 1.0114
C4 3.8765 -0.9744 1.0046
C5 4.0549 -2.3367 0.7448
C6 5.3224 -2.8392 0.5344
P1 2.1483 -0.4829 1.2009
C7 2.1268 1.2518 1.7780
C8 1.6145 1.6202 3.0264
C9 1.7045 2.9367 3.4419
C10 2.2825 3.8982 2.6225
C11 2.7575 3.5464 1.3664
C12 2.6722 2.2340 0.9363
C13 1.5412 -1.4724 2.6021
C14 2.3328 -1.7480 3.7127
C15 1.8021 -2.4751 4.7671
C16 0.4868 -2.9139 4.7230
C17 -0.2950 -2.6534 3.6094
C18 0.2272 -1.9494 2.5309
Si1 -0.7526 -1.8296 0.8919
C19 -2.5891 -1.5613 1.3449
C20 -3.5004 -2.5942 1.5056
C21 -4.7695 -2.3329 2.0009
C22 -5.1509 -1.0385 2.3203
C23 -4.2624 0.0088 2.1439
C24 -2.9882 -0.2523 1.6498
P2 -1.6950 1.0160 1.5790
C25 -2.0528 2.4216 0.4745
C26 -3.2913 2.9054 0.0655
C27 -3.3478 4.0620 -0.6978
C28 -2.1895 4.7413 -1.0466
C29 -0.9507 4.2542 -0.6526
C30 -0.8805 3.0915 0.0911
C31 -1.8528 1.7808 3.2223
C32 -2.3159 3.0849 3.3854
C33 -2.5862 3.5545 4.6587
C34 -2.3650 2.7470 5.7627
C35 -1.8731 1.4588 5.5994
C36 -1.6169 0.9691 4.3327
C37 0.0114 -3.1812 -0.2229
C38 0.0063 -4.5216 0.1461
C39 0.6153 -5.4804 -0.6518
C40 1.2370 -5.1124 -1.8350
C41 1.2402 -3.7832 -2.2254
C42 0.6445 -2.8197 -1.4166
P3 0.6028 -1.0884 -1.9305
C43 2.2994 -0.4380 -2.0804
C44 3.4593 -1.1924 -2.1945
C45 4.6702 -0.5523 -2.4029
C46 4.7291 0.8299 -2.5057
C47 3.5740 1.5894 -2.3802
C48 2.3638 0.9593 -2.1461
C49 0.0795 -1.1350 -3.6662
C50 -0.8271 -2.1149 -4.0741
C51 -1.1960 -2.1981 -5.4041
C52 -0.6724 -1.3091 -6.3331
C53 0.2185 -0.3273 -5.9258
C54 0.5847 -0.2255 -4.5962
H1 7.4133 -2.3806 0.4180
H2 7.0919 0.0293 0.8248
H3 4.8462 0.9401 1.2096
H4 3.1888 -2.9876 0.7239
H5 5.4591 -3.8921 0.3418
H6 1.1883 0.8701 3.6780
H7 1.3390 3.2113 4.4189
H8 2.3740 4.9165 2.9662
H9 3.2066 4.2912 0.7270
H10 3.0639 1.9515 -0.0329
H11 3.3541 -1.3975 3.7515
H12 2.4156 -2.6971 5.6260
H13 0.0727 -3.4678 5.5509
H14 -1.3134 -3.0082 3.5611
H15 -3.2147 -3.6091 1.2732
H16 -5.4586 -3.1486 2.1556
H17 -6.1328 -0.8489 2.7269
H18 -4.5451 1.0184 2.4110
H19 -4.2027 2.3979 0.3501
H20 -4.3043 4.4521 -1.0054
H21 -2.2445 5.6539 -1.6185
H22 -0.0481 4.7895 -0.9046
H23 0.0956 2.7491 0.4722
H24 -2.4959 3.7239 2.5337
H25 -2.9856 4.5488 4.7850
H26 -2.5761 3.1219 6.7517
H27 -1.7060 0.8337 6.4623
H28 -1.2569 -0.0438 4.1932
H29 -0.4824 -4.8209 1.0601
H30 0.5967 -6.5183 -0.3541
H31 1.7096 -5.8587 -2.4563
H32 1.6871 -3.4946 -3.1664
H33 3.4168 -2.2681 -2.1263
H34 5.5707 -1.1375 -2.5049
H35 5.6749 1.3182 -2.6836
H36 3.6214 2.6646 -2.4742
H37 1.4363 1.5384 -2.0360
H38 -1.2224 -2.8174 -3.3529
H39 -1.8807 -2.9690 -5.7233
H40 -0.9528 -1.3870 -7.3722
H41 0.6487 0.3496 -6.6479
H42 1.2871 0.5383 -4.2958
C55 -4.5934 1.4620 -4.2130
N1 -3.5541 0.9670 -3.3485
C56 -3.6279 -0.3291 -2.7274
C57 -2.3328 -0.3430 -1.9457
O1 -1.8956 -1.3070 -1.3168
N2 -1.6986 0.8296 -2.0971
C58 -2.4293 1.5697 -2.9652
N3 -2.0434 2.7691 -3.3741
H43 -4.9716 0.6437 -4.8222
H44 -4.2110 2.2321 -4.8760
H45 -5.4268 1.8717 -3.6399
H46 -3.6475 -1.1449 -3.4563
H47 -4.4945 -0.4387 -2.0679
H48 -1.1506 3.1287 -3.0831
H49 -2.5698 3.3034 -4.0452

multiplicity: 5
relative energy (zero: lowest compared OMol25 entry of this formula, charge and spin): 21.9 kcal/mol
<S²>: 6.030
orbital gap (alpha / beta): 6.87 / 6.12 eV
total charge: +3
molar mass: 1026.1 g mol⁻¹

A 8-piece molecular cluster, C26H56BBr3N2O9P2 overall, computed with ωB97M-V/def2-TZVPD.

Atoms and positions in Å:
H1 4.9279 -1.4146 3.4167
N1 4.2389 -1.4324 4.1810
C1 3.1254 -1.0691 3.7198
C2 2.8430 -0.6769 2.2980
P1 3.8325 0.7359 1.6103
B1 5.7299 1.0873 1.8713
N2 6.5936 -0.0325 2.2257
O1 6.2761 2.3220 1.6689
C3 3.1561 1.9910 2.9293
Br1 3.1353 3.7734 2.1063
C4 3.8457 1.9720 4.3026
C5 4.6574 3.1865 4.6947
Br2 2.3951 1.8808 5.6740
P2 4.5043 -0.7351 -0.0408
O2 3.1116 -1.0008 -0.9372
Br3 5.8082 0.6323 -1.2952
H2 2.2835 -1.0707 4.4025
H3 3.0017 -1.5655 1.6942
H4 1.7944 -0.4341 2.1731
H5 3.1903 1.5139 0.6028
H6 7.5175 0.0718 1.8158
H7 6.6505 -0.1898 3.2261
H8 6.9333 2.4583 2.3723
H9 2.1096 1.7798 3.0623
H10 4.3891 1.0586 4.4839
H11 3.9943 4.0110 4.8977
H12 5.1501 2.9628 5.6321
H13 5.3543 3.4871 3.9237
H14 3.1324 -0.4087 -1.7077
C6 -0.4959 -1.3561 -0.8334
C7 -0.7753 0.1031 -0.5648
C8 -1.9849 0.7017 -1.2325
O3 -0.0566 0.7597 0.1539
H15 0.4019 -1.6590 -0.2994
H16 -1.3378 -1.9646 -0.4981
H17 -0.3420 -1.5159 -1.9015
H18 -2.8853 0.1770 -0.9080
H19 -1.8887 0.6272 -2.3178
H20 -2.0743 1.7489 -0.9580
C9 -3.7206 4.1526 -4.5807
C10 -2.5250 3.3753 -4.1023
C11 -1.7996 3.9029 -2.8910
O4 -2.1576 2.3664 -4.6650
H21 -4.1434 3.6659 -5.4557
H22 -4.4745 4.1918 -3.7918
H23 -3.4220 5.1669 -4.8498
H24 -2.4814 3.9315 -2.0395
H25 -1.4153 4.9051 -3.0869
H26 -0.9655 3.2439 -2.6605
C12 -7.1252 1.0291 -0.1799
C13 -5.9900 2.0074 -0.3054
C14 -5.3148 2.4243 0.9785
O5 -5.6264 2.4385 -1.3771
H27 -7.5262 0.8098 -1.1679
H28 -6.7684 0.1115 0.2762
H29 -7.9166 1.4523 0.4401
H30 -4.8989 1.5493 1.4802
H31 -6.0365 2.9038 1.6409
H32 -4.5136 3.1266 0.7572
C15 -5.6773 -1.8774 4.1725
C16 -6.5751 -1.7955 2.9648
C17 -7.4605 -2.9795 2.6887
O6 -6.5790 -0.8156 2.2507
H33 -5.0955 -0.9617 4.2560
H34 -6.2770 -2.0016 5.0756
H35 -5.0027 -2.7265 4.0701
H36 -8.1322 -3.1474 3.5326
H37 -6.8509 -3.8666 2.5246
H38 -8.0550 -2.7837 1.7983
C18 8.5086 -1.3952 -1.8338
C19 8.9148 -1.9971 -0.5125
C20 9.2572 -3.4661 -0.5009
O7 8.9644 -1.3298 0.4962
H39 8.2907 -0.3441 -1.6852
H40 9.3217 -1.4953 -2.5558
H41 7.6152 -1.8916 -2.2145
H42 10.0966 -3.6593 -1.1706
H43 8.3959 -4.0513 -0.8264
H44 9.5304 -3.7672 0.5075
C21 -4.0915 -6.9340 3.8786
C22 -4.0956 -5.6077 3.1632
C23 -2.7733 -5.1037 2.6424
O8 -5.1159 -4.9732 3.0132
H45 -5.1014 -7.1764 4.1998
H46 -3.7326 -7.7176 3.2100
H47 -3.4415 -6.8841 4.7534
H48 -2.3610 -5.8126 1.9233
H49 -2.0697 -4.9797 3.4669
H50 -2.9180 -4.1440 2.1513
C24 -0.7477 2.3559 -7.3310
C25 -1.4042 3.1642 -8.4203
C26 -1.2701 2.6526 -9.8357
O9 -2.0139 4.1795 -8.1751
H51 -0.9214 2.8313 -6.3793
H52 -1.1681 1.3501 -7.3035
H53 0.3285 2.2954 -7.5107
H54 -1.7103 1.6576 -9.9162
H55 -0.2169 2.6023 -10.1161
H56 -1.7868 3.3254 -10.5162

relative energy (zero: lowest compared OMol25 entry of this formula, charge and spin): 11.1 kcal/mol
orbital gap: 7.37 eV
total charge: 0
molar mass: 853.2 g mol⁻¹

A 2-piece molecular cluster, C30H48F5N2O8P2 overall, computed with ωB97M-V/def2-TZVPD.

Atoms and positions in Å:
C1 -7.0068 -1.4427 -7.4928
C2 -7.5192 -1.5287 -6.1511
C3 -6.9757 -2.5979 -5.0598
O1 -7.6381 -3.6368 -4.8750
O2 -5.7453 -2.2823 -4.4077
C4 -5.9406 -1.8962 -3.0192
C5 -4.9001 -0.7396 -2.5387
C6 -4.6196 -0.7982 -0.9533
C7 -3.1304 -0.3532 -0.5311
C8 -3.1493 -0.1193 1.0657
C9 -1.7459 0.3603 1.6834
C10 -1.2973 1.8504 1.2770
N1 -2.5388 2.5768 0.8972
C11 -0.7876 2.6900 2.5922
N2 0.7108 3.0213 2.6083
C12 1.3025 2.8640 3.9637
F1 1.0072 1.5880 4.5622
F2 2.7283 2.9752 3.9900
C13 0.7630 3.9952 4.9864
C14 0.8638 3.6795 6.5188
C15 0.3802 4.7024 7.6141
C16 -0.1934 6.0727 7.1716
C17 -0.2570 6.3963 5.6329
C18 -0.8271 7.8601 5.2740
F3 -2.2362 7.9370 5.3148
F4 -0.3353 8.7257 6.3170
F5 -0.2651 8.3818 4.0696
C19 0.1959 5.3690 4.5478
C20 1.2462 2.2106 1.4536
C21 2.7360 2.5810 0.9093
C22 0.0564 2.0462 0.3697
C23 -0.2646 3.2607 -0.6438
C24 0.9111 3.6071 -1.6792
O3 1.6812 4.5945 -1.6072
P1 0.6750 0.6010 -0.6833
O4 1.2575 -0.5792 0.1537
H1 -7.6660 -1.5821 -8.4312
H2 -5.9022 -1.1717 -7.7019
H3 -8.3265 -0.7840 -5.7991
H4 -7.0369 -1.5677 -2.8664
H5 -5.8262 -2.8560 -2.3793
H6 -5.4040 0.2622 -2.8314
H7 -3.9658 -0.8559 -3.1863
H8 -5.4533 -0.2050 -0.4456
H9 -4.7755 -1.9000 -0.6295
H10 -2.4517 -1.2613 -0.7764
H11 -2.7105 0.5245 -1.1325
H12 -3.3604 -1.1613 1.5282
H13 -4.0483 0.5289 1.3967
H14 -1.8483 0.2518 2.8328
H15 -0.9706 -0.4496 1.3864
H16 -2.8530 2.3671 -0.0594
H17 -2.4564 3.5967 0.9966
H18 -1.2118 2.1807 3.5407
H19 -1.2297 3.7538 2.7295
H20 0.6939 3.9985 2.2522
H21 1.3015 2.7015 6.9320
H22 0.4674 4.4385 8.7283
H23 -0.5585 6.8189 7.9697
H24 0.1420 5.6281 3.4395
H25 1.4696 1.1996 1.9791
H26 2.8768 2.3449 -0.1995
H27 2.8257 3.7302 1.0469
H28 3.5657 2.1363 1.5671
H29 -0.5915 4.1855 -0.0333
H30 -1.1613 2.9130 -1.2905
H31 1.0195 2.8868 -2.5831
H32 1.7260 0.9700 -1.6095
H33 -0.3659 0.0125 -1.5077
O5 4.7515 -2.8704 -2.7510
P2 4.0677 -4.2390 -2.6232
O6 3.7423 -4.1375 -0.9996
C25 2.6154 -3.3622 -0.6158
C26 1.3094 -3.9761 -1.0885
O7 5.5129 -5.0572 -2.5614
C27 6.7344 -4.4791 -3.0144
C28 7.4530 -3.7847 -1.8691
O8 3.2521 -5.7472 -2.6054
C29 3.9199 -7.0016 -2.7292
C30 4.5497 -7.4644 -1.4204
H34 2.7230 -2.3434 -0.9993
H35 2.6157 -3.3053 0.4759
H36 1.2505 -3.9840 -2.1827
H37 0.4553 -3.4124 -0.7078
H38 1.2256 -5.0130 -0.7536
H39 6.5653 -3.8092 -3.8581
H40 7.3614 -5.2946 -3.3887
H41 6.7920 -3.1223 -1.3070
H42 8.3021 -3.2063 -2.2391
H43 7.8246 -4.5252 -1.1552
H44 4.6400 -6.9757 -3.5480
H45 3.1624 -7.7387 -3.0163
H46 5.1516 -6.6901 -0.9386
H47 5.1903 -8.3315 -1.5954
H48 3.7767 -7.7368 -0.7019

orbital gap: 6.54 eV
total charge: +1
molar mass: 721.7 g mol⁻¹

One molecule with the formula CH3IS, computed with ωB97M-V/def2-TZVPD.

Atoms and positions in Å:
S1 -1.3604 0.9708 -0.4093
C1 0.0572 -0.7132 -0.0016
I1 2.1523 -0.1372 -0.3109
H1 -0.5234 1.7535 0.3689
H2 -0.0967 -0.4664 1.0195
H3 -0.2289 -1.4075 -0.6665

relative energy (zero: lowest compared OMol25 entry of this formula, charge and spin): 30.7 kcal/mol
orbital gap: 8.89 eV
total charge: 0
molar mass: 174.0 g mol⁻¹

A 6-piece molecular cluster, C25H53BClN5O6 overall, computed with ωB97M-V/def2-TZVPD.

Atoms and positions in Å:
C1 0.5389 0.3210 1.3662
C2 -0.1265 0.1548 0.3481
B1 -1.0815 -0.5978 -0.7070
C3 -2.6634 -0.6311 -0.4381
C4 -3.4959 0.2081 -1.5047
C5 -5.0383 0.0959 -1.0734
C6 -5.5912 -1.3729 -1.4333
O1 -5.7183 -2.2291 -0.2746
C7 -5.1152 -3.5166 -0.4677
C8 -0.3620 -1.3138 -1.9665
Cl1 0.4470 -0.1592 -3.1246
C9 0.6469 -2.4100 -1.3386
C10 2.1597 -1.8938 -1.2899
H1 1.1153 0.4396 2.3439
H2 -2.9845 -1.7242 -0.5344
H3 -2.9066 -0.3214 0.6250
H4 -3.3261 -0.1689 -2.5631
H5 -3.1705 1.2936 -1.4336
H6 -5.6349 0.8406 -1.6883
H7 -5.1348 0.3401 0.0199
H8 -4.9134 -1.7623 -2.2431
H9 -6.6441 -1.1894 -1.8240
H10 -4.1591 -3.5578 0.1493
H11 -4.8636 -3.7685 -1.5362
H12 -5.7932 -4.3528 -0.0983
H13 -1.1620 -1.8639 -2.5583
H14 0.5336 -3.4100 -1.8437
H15 0.3464 -2.5376 -0.2460
H16 2.5829 -1.7674 -2.3215
H17 2.1780 -0.9449 -0.6724
H18 2.7339 -2.6835 -0.7074
C11 2.5614 2.2731 -2.9313
N1 3.5628 3.0510 -3.6359
C12 3.1775 4.3169 -4.2315
C13 4.8466 2.6326 -3.7553
O2 5.7325 3.2366 -4.3321
H19 1.7534 2.0272 -3.6212
H20 2.1666 2.8670 -2.1039
H21 2.9886 1.3507 -2.5374
H22 3.3682 4.2809 -5.3070
H23 3.7807 5.1170 -3.7970
H24 2.1211 4.5158 -4.0520
H25 5.0308 1.6605 -3.2674
C14 5.7513 -0.4377 4.7854
N2 4.6555 0.1333 4.0228
C15 4.7370 0.1423 2.5736
C16 3.5605 0.6573 4.6199
O3 2.6094 1.1504 4.0373
H26 6.6676 0.1095 4.5591
H27 5.8735 -1.4853 4.5037
H28 5.5542 -0.3766 5.8550
H29 4.6819 1.1730 2.2166
H30 3.8924 -0.4150 2.1619
H31 5.6707 -0.3106 2.2422
H32 3.5992 0.6003 5.7202
C17 -2.3747 4.7724 -6.1572
N3 -1.3584 4.3730 -5.2046
C18 -0.6822 3.1020 -5.3880
C19 -1.0181 5.1495 -4.1458
O4 -0.1749 4.8704 -3.3140
H33 -3.1739 4.0273 -6.1613
H34 -1.9281 4.8330 -7.1526
H35 -2.7937 5.7438 -5.8942
H36 -0.8483 2.4771 -4.5073
H37 0.3904 3.2795 -5.4935
H38 -1.0582 2.5929 -6.2749
H39 -1.5896 6.0913 -4.0985
C20 -8.7262 -4.5772 -0.2053
N4 -9.2794 -3.6245 -1.1452
C21 -10.3134 -4.0623 -2.0644
C22 -8.8604 -2.3336 -1.1928
O5 -9.2844 -1.4849 -1.9567
H40 -8.2773 -5.4067 -0.7581
H41 -9.5276 -4.9567 0.4336
H42 -7.9642 -4.1092 0.4179
H43 -9.9705 -3.9107 -3.0902
H44 -11.2128 -3.4637 -1.9054
H45 -10.5421 -5.1159 -1.9067
H46 -8.0748 -2.1052 -0.4561
C23 8.6341 0.6846 9.3487
N5 8.1265 -0.3210 8.4365
C24 7.1848 -1.3084 8.9316
C25 8.5039 -0.3685 7.1344
O6 8.1148 -1.1851 6.3204
H47 9.1529 0.1903 10.1735
H48 7.7972 1.2668 9.7414
H49 9.3280 1.3548 8.8412
H50 7.6039 -2.3070 8.7913
H51 6.2557 -1.2371 8.3620
H52 6.9796 -1.1425 9.9885
H53 9.2202 0.4245 6.8628

relative energy (zero: lowest compared OMol25 entry of this formula, charge and spin): 34.6 kcal/mol
orbital gap: 8.90 eV
total charge: 0
molar mass: 566.0 g mol⁻¹

C11H16MoN3OS4 as an isolated structure, computed with ωB97M-V/def2-TZVPD.

Atoms and positions in Å:
Mo1 -0.0518 0.1591 -0.0829
C1 0.4140 3.0833 1.2992
C2 1.4052 2.3013 2.1393
S1 1.2111 0.4786 2.0671
C3 -0.0184 0.0511 3.3599
C4 -1.4591 0.4467 3.0731
S2 -1.9123 -0.1758 1.4108
C5 -3.2745 0.8639 0.7731
C6 -3.4367 0.5718 -0.7117
S3 -1.9006 0.5372 -1.7262
C7 -1.5791 2.2676 -2.2235
C8 -1.0732 3.1736 -1.1182
S4 0.5045 2.5329 -0.4433
H1 0.6760 4.1441 1.3207
H2 -0.6141 2.9687 1.6387
H3 1.3376 2.5975 3.1877
H4 2.4331 2.4770 1.8152
H5 0.3315 0.4882 4.2971
H6 0.0805 -1.0328 3.4522
H7 -1.6290 1.5225 3.1026
H8 -2.1197 -0.0337 3.7967
H9 -3.0528 1.9061 0.9969
H10 -4.1885 0.5776 1.2963
H11 -4.1173 1.2845 -1.1804
H12 -3.8527 -0.4261 -0.8616
H13 -2.5052 2.6582 -2.6501
H14 -0.8592 2.1832 -3.0403
H15 -1.7868 3.2873 -0.3042
H16 -0.8581 4.1624 -1.5301
O1 1.1761 -0.3236 -1.3553
N1 1.8061 -0.8607 -2.3789
C9 3.0623 -0.6591 -2.5015
C10 3.7529 0.1562 -1.5308
N2 4.1597 0.8601 -0.7202
C11 3.7599 -1.2492 -3.5973
N3 4.3230 -1.7438 -4.4675

multiplicity: 3
relative energy (zero: lowest compared OMol25 entry of this formula, charge and spin): 0.0 kcal/mol
<S²>: 2.057
orbital gap (alpha / beta): 6.40 / 6.69 eV
total charge: +3
molar mass: 430.5 g mol⁻¹